{"formula": "C50H94N2O13Si", "method": "the ωB97M-V functional and the def2-TZVPD basis", "elements": ["C", "Si", "C", "C", "C", "C", "C", "C", "C", "C", "C", "C", "C", "C", "C", "C", "O", "C", "C", "N", "C", "C", "N", "C", "C", "C", "C", "C", "C", "C", "H", "H", "H", "H", "H", "H", "H", "H", "H", "H", "H", "H", "H", "H", "H", "H", "H", "H", "H", "H", "H", "H", "H", "H", "H", "H", "H", "H", "H", "H", "H", "H", "H", "H", "C", "O", "C", "C", "O", "C", "H", "H", "H", "H", "H", "H", "H", "H", "H", "H", "C", "O", "C", "C", "O", "C", "H", "H", "H", "H", "H", "H", "H", "H", "H", "H", "C", "O", "C", "C", "O", "C", "H", "H", "H", "H", "H", "H", "H", "H", "H", "H", "C", "O", "C", "C", "O", "C", "H", "H", "H", "H", "H", "H", "H", "H", "H", "H", "C", "O", "C", "C", "O", "C", "H", "H", "H", "H", "H", "H", "H", "H", "H", "H", "C", "O", "C", "C", "O", "C", "H", "H", "H", "H", "H", "H", "H", "H", "H", "H"], "positions_angstrom": [[1.909, -3.100, -1.176], [3.240, -4.378, -1.560], [4.460, -4.464, -0.139], [4.066, -3.836, -3.174], [5.351, -2.981, -3.028], [6.634, -3.783, -3.371], [7.358, -3.369, -4.663], [7.128, -4.277, -5.866], [5.660, -4.447, -6.308], [5.264, -5.906, -6.542], [5.087, -6.688, -5.235], [5.209, -8.174, -5.389], [4.479, -8.841, -6.339], [4.553, -10.243, -6.492], [3.730, -10.968, -7.521], [3.637, -10.228, -8.826], [4.389, -10.409, -9.735], [5.379, -10.951, -5.663], [6.151, -10.316, -4.672], [6.954, -11.081, -3.871], [7.646, -10.410, -2.994], [7.577, -9.013, -2.851], [6.805, -8.263, -3.587], [6.068, -8.919, -4.535], [2.498, -6.080, -1.926], [3.136, -7.248, -1.508], [2.610, -8.490, -1.844], [1.449, -8.553, -2.594], [0.802, -7.405, -3.011], [1.328, -6.163, -2.675], [1.071, -3.165, -1.863], [1.600, -3.123, -0.135], [2.386, -2.133, -1.341], [5.258, -5.171, -0.366], [4.905, -3.496, 0.072], [3.980, -4.795, 0.780], [4.331, -4.760, -3.678], [3.310, -3.357, -3.797], [5.439, -2.552, -2.036], [5.286, -2.168, -3.746], [7.330, -3.604, -2.552], [6.421, -4.847, -3.346], [7.134, -2.330, -4.897], [8.426, -3.394, -4.448], [7.657, -3.830, -6.707], [7.594, -5.249, -5.721], [4.958, -3.962, -5.636], [5.539, -3.955, -7.272], [4.353, -5.948, -7.133], [6.066, -6.374, -7.111], [5.832, -6.346, -4.528], [4.118, -6.456, -4.793], [3.823, -8.290, -6.997], [2.721, -11.157, -7.151], [4.187, -11.929, -7.735], [2.830, -9.481, -8.939], [5.449, -12.024, -5.751], [8.301, -10.964, -2.335], [8.184, -8.533, -2.096], [4.049, -7.166, -0.938], [3.124, -9.378, -1.510], [1.052, -9.524, -2.862], [-0.099, -7.445, -3.604], [0.825, -5.267, -3.005], [0.832, 3.199, -0.597], [1.020, 3.071, 0.803], [0.702, 1.780, 1.298], [1.933, 0.918, 1.484], [2.579, 0.639, 0.253], [3.697, 1.473, -0.005], [1.370, 4.088, -0.922], [1.219, 2.335, -1.140], [-0.231, 3.326, -0.829], [-0.015, 1.282, 0.638], [0.222, 1.917, 2.273], [1.623, -0.041, 1.910], [2.628, 1.390, 2.185], [4.566, 1.129, 0.568], [3.497, 2.519, 0.237], [3.931, 1.402, -1.065], [8.654, 4.650, -2.503], [9.106, 3.689, -1.564], [8.248, 3.544, -0.444], [7.326, 2.351, -0.579], [6.417, 2.494, -1.661], [6.828, 1.804, -2.830], [9.192, 4.480, -3.434], [7.583, 4.562, -2.694], [8.875, 5.663, -2.148], [7.667, 4.458, -0.285], [8.885, 3.394, 0.433], [6.728, 2.270, 0.335], [7.906, 1.429, -0.685], [6.608, 0.734, -2.740], [7.893, 1.938, -3.028], [6.263, 2.208, -3.669], [-3.311, 3.837, 2.136], [-3.637, 5.134, 1.670], [-3.644, 6.118, 2.693], [-2.355, 6.913, 2.729], [-1.243, 6.103, 3.068], [-0.491, 5.671, 1.944], [-3.043, 3.233, 1.270], [-2.466, 3.854, 2.828], [-4.175, 3.380, 2.632], [-3.837, 5.658, 3.667], [-4.471, 6.801, 2.475], [-2.443, 7.684, 3.502], [-2.190, 7.414, 1.770], [0.160, 6.480, 1.590], [-1.135, 5.344, 1.125], [0.128, 4.835, 2.252], [-7.486, 5.789, 1.963], [-7.808, 6.064, 3.317], [-7.947, 7.451, 3.586], [-9.396, 7.892, 3.612], [-10.024, 7.740, 2.350], [-10.808, 6.560, 2.265], [-7.687, 4.735, 1.776], [-8.080, 6.386, 1.269], [-6.423, 5.978, 1.784], [-7.382, 8.040, 2.857], [-7.510, 7.633, 4.573], [-9.430, 8.955, 3.867], [-9.947, 7.343, 4.382], [-11.771, 6.708, 2.766], [-10.305, 5.701, 2.709], [-10.991, 6.352, 1.212], [-11.860, 0.256, 3.768], [-10.588, 0.664, 4.241], [-9.853, 1.432, 3.302], [-9.954, 2.918, 3.569], [-11.280, 3.404, 3.411], [-11.974, 3.541, 4.638], [-12.449, -0.054, 4.630], [-12.383, 1.067, 3.257], [-11.759, -0.595, 3.086], [-10.182, 1.205, 2.282], [-8.804, 1.133, 3.391], [-9.330, 3.446, 2.843], [-9.576, 3.155, 4.568], [-11.659, 4.455, 5.155], [-11.814, 2.684, 5.295], [-13.037, 3.615, 4.412], [-3.988, 6.871, 8.129], [-4.673, 6.557, 9.329], [-5.515, 7.601, 9.791], [-6.963, 7.382, 9.407], [-7.154, 7.412, 8.002], [-7.213, 6.125, 7.412], [-3.618, 5.938, 7.706], [-4.643, 7.353, 7.400], [-3.134, 7.525, 8.336], [-5.165, 8.569, 9.418], [-5.442, 7.616, 10.883], [-7.563, 8.193, 9.832], [-7.329, 6.439, 9.824], [-8.202, 5.679, 7.568], [-6.449, 5.454, 7.810], [-7.048, 6.242, 6.341]], "smiles": "C[Si](C)(CCCCCCCCc1cc(CC=O)cc2nccnc12)c1ccccc1.COCCOC.COCCOC.COCCOC.COCCOC.COCCOC.COCCOC", "gap_ev": 8.63}

---

{"formula": "C50H98O23S7", "method": "the ωB97M-V functional and the def2-TZVPD basis", "elements": ["C", "C", "C", "O", "C", "O", "O", "H", "H", "H", "H", "H", "H", "C", "C", "O", "C", "H", "H", "H", "H", "H", "H", "C", "C", "O", "C", "H", "H", "H", "H", "H", "H", "C", "C", "O", "C", "H", "H", "H", "H", "H", "H", "C", "C", "O", "C", "H", "H", "H", "H", "H", "H", "C", "C", "O", "C", "H", "H", "H", "H", "H", "H", "C", "C", "O", "C", "H", "H", "H", "H", "H", "H", "C", "C", "C", "S", "O", "O", "C", "H", "H", "H", "H", "H", "H", "H", "H", "C", "C", "C", "S", "O", "O", "C", "H", "H", "H", "H", "H", "H", "H", "H", "C", "C", "C", "S", "O", "O", "C", "H", "H", "H", "H", "H", "H", "H", "H", "C", "C", "C", "S", "O", "O", "C", "H", "H", "H", "H", "H", "H", "H", "H", "C", "C", "C", "S", "O", "O", "C", "H", "H", "H", "H", "H", "H", "H", "H", "C", "C", "C", "S", "O", "O", "C", "H", "H", "H", "H", "H", "H", "H", "H", "C", "C", "C", "S", "O", "O", "C", "H", "H", "H", "H", "H", "H", "H", "H"], "positions_angstrom": [[-7.876, -1.709, -3.548], [-9.408, -1.580, -3.386], [-10.018, -1.523, -4.781], [-10.920, -2.647, -4.757], [-10.889, -3.252, -3.538], [-11.510, -4.232, -3.187], [-9.910, -2.683, -2.725], [-7.400, -1.946, -2.597], [-7.366, -0.883, -4.044], [-7.594, -2.577, -4.144], [-9.629, -0.656, -2.853], [-9.219, -1.654, -5.511], [-10.527, -0.578, -4.964], [1.392, 7.428, -6.436], [0.877, 6.119, -6.939], [0.352, 6.148, -8.038], [0.787, 4.942, -5.929], [1.265, 8.163, -7.231], [2.449, 7.469, -6.173], [0.875, 7.790, -5.547], [1.526, 5.037, -5.133], [0.942, 3.980, -6.417], [-0.229, 4.957, -5.536], [-3.646, 0.091, -7.537], [-3.628, 1.585, -7.184], [-3.124, 1.885, -6.149], [-4.185, 2.664, -8.117], [-4.627, -0.266, -7.849], [-3.483, -0.519, -6.649], [-2.874, -0.134, -8.274], [-3.762, 2.542, -9.114], [-3.675, 3.556, -7.754], [-5.270, 2.767, -8.102], [5.684, 3.456, -5.599], [7.227, 3.307, -5.619], [7.881, 4.307, -5.639], [7.774, 1.883, -5.663], [5.209, 3.057, -4.702], [5.222, 2.865, -6.389], [5.365, 4.494, -5.695], [8.843, 1.822, -5.459], [7.542, 1.480, -6.648], [7.245, 1.311, -4.900], [-1.782, 6.341, 0.731], [-2.028, 6.641, -0.724], [-1.024, 6.989, -1.365], [-3.465, 6.648, -1.115], [-2.252, 5.415, 1.061], [-2.023, 7.152, 1.418], [-0.715, 6.195, 0.899], [-3.682, 7.591, -1.616], [-4.142, 6.518, -0.271], [-3.649, 5.851, -1.835], [0.594, 5.687, 5.521], [-0.315, 5.335, 6.706], [-0.014, 5.678, 7.861], [-1.676, 4.683, 6.387], [1.630, 5.736, 5.857], [0.196, 6.677, 5.298], [0.427, 4.960, 4.726], [-1.694, 4.363, 5.346], [-2.426, 5.474, 6.390], [-1.923, 3.907, 7.112], [0.415, -5.082, -5.063], [-0.416, -5.928, -5.991], [-0.775, -5.462, -7.048], [-0.844, -7.337, -5.593], [-0.114, -4.902, -4.127], [0.798, -4.165, -5.511], [1.328, -5.617, -4.803], [-0.033, -7.712, -4.969], [-0.921, -8.110, -6.358], [-1.733, -7.406, -4.967], [2.522, -7.091, 1.012], [2.688, -6.888, -0.482], [3.988, -7.562, -0.897], [4.211, -9.035, 0.150], [5.436, -8.958, 0.909], [3.780, -10.245, -0.499], [2.716, -8.575, 1.237], [1.561, -6.646, 1.271], [3.296, -6.571, 1.576], [2.708, -5.859, -0.841], [1.881, -7.442, -0.961], [4.766, -6.914, -0.494], [3.964, -7.812, -1.958], [2.853, -8.952, 2.251], [1.917, -9.156, 0.777], [-6.513, -1.272, 5.654], [-5.963, 0.090, 5.190], [-5.739, -0.041, 3.689], [-7.072, -1.169, 3.041], [-6.489, -2.282, 2.343], [-8.129, -0.356, 2.388], [-7.636, -1.770, 4.711], [-6.795, -1.269, 6.707], [-5.612, -1.884, 5.617], [-5.039, 0.432, 5.658], [-6.682, 0.881, 5.402], [-4.813, -0.557, 3.436], [-5.867, 0.881, 3.121], [-7.767, -2.851, 4.667], [-8.550, -1.196, 4.865], [-1.915, -0.175, -0.925], [-1.012, -1.209, -0.200], [0.445, -0.639, -0.254], [0.306, 1.245, -0.109], [1.140, 1.866, -1.125], [0.395, 1.717, 1.276], [-1.491, 1.234, -0.497], [-2.983, -0.383, -0.865], [-1.695, -0.140, -1.992], [-1.022, -2.260, -0.488], [-1.333, -1.156, 0.840], [0.953, -0.683, -1.218], [1.119, -1.017, 0.514], [-1.710, 2.051, -1.186], [-2.061, 1.417, 0.414], [6.292, 7.295, -0.851], [5.797, 5.896, -0.335], [4.514, 6.162, 0.481], [4.761, 7.795, 1.336], [5.238, 7.597, 2.673], [3.602, 8.629, 1.082], [6.276, 8.254, 0.324], [5.644, 7.738, -1.606], [7.322, 7.265, -1.207], [6.551, 5.399, 0.275], [5.644, 5.190, -1.151], [4.138, 5.455, 1.220], [3.688, 6.333, -0.209], [7.188, 8.011, 0.869], [6.290, 9.314, 0.069], [8.115, 0.724, -0.375], [9.048, -0.482, -0.453], [8.406, -1.765, 0.176], [6.614, -1.342, 0.537], [6.515, -0.989, 1.937], [5.688, -2.209, -0.138], [6.642, 0.162, -0.496], [8.270, 1.431, -1.190], [8.242, 1.355, 0.504], [9.963, -0.243, 0.088], [9.179, -0.574, -1.531], [8.920, -2.114, 1.071], [8.394, -2.578, -0.550], [5.812, 0.803, -0.202], [6.373, -0.139, -1.508], [-3.290, -5.951, 4.267], [-3.444, -7.302, 3.629], [-3.610, -8.220, 4.807], [-2.286, -7.816, 6.031], [-1.020, -8.475, 5.577], [-2.802, -7.946, 7.418], [-2.407, -5.997, 5.532], [-4.212, -5.477, 4.604], [-2.789, -5.302, 3.548], [-2.579, -7.727, 3.121], [-4.245, -7.313, 2.890], [-3.558, -9.287, 4.590], [-4.481, -7.858, 5.353], [-1.392, -5.624, 5.394], [-2.906, -5.545, 6.389], [2.591, 0.668, 7.509], [1.231, 0.391, 8.178], [0.610, -0.882, 7.566], [0.663, -0.487, 5.763], [-0.486, 0.334, 5.497], [1.033, -1.607, 4.990], [2.160, 0.664, 5.992], [3.365, -0.058, 7.756], [3.003, 1.654, 7.720], [0.477, 1.160, 8.010], [1.380, 0.350, 9.257], [-0.407, -1.094, 7.897], [1.284, -1.727, 7.703], [1.878, 1.649, 5.622], [2.927, 0.264, 5.329]], "gap_ev": 9.31}